Entry 1:
Density functional theory data (ωB97M-V/def2-TZVPD) for a structure of composition C14H23AuFN3OSi.

```
44
C14H23AuFN3OSi | the OMol25 dataset | ωB97M-V/def2-TZVPD
Au 0.071 0.907 1.020
C -3.388 0.183 0.863
Si -2.312 -0.248 -0.590
C -1.830 1.204 -1.653
C -3.250 -1.448 -1.669
N -0.741 -0.797 0.199
C -0.190 -1.969 0.270
C -0.721 -3.109 -0.481
C -0.133 -4.324 -0.446
C 1.028 -4.524 0.341
C 1.580 -3.498 1.113
C 1.003 -2.266 1.083
F 1.529 -1.341 1.814
H -4.370 0.448 0.461
H -3.006 1.030 1.437
H -3.513 -0.670 1.535
H -2.759 1.728 -1.901
H -1.377 0.866 -2.588
H -1.163 1.921 -1.172
H -4.092 -0.868 -2.060
H -3.667 -2.291 -1.111
H -2.684 -1.813 -2.531
H -1.599 -2.957 -1.083
H -0.547 -5.144 -1.018
H 1.507 -5.498 0.346
H 2.453 -3.657 1.733
C 3.076 0.694 -2.918
C 2.249 0.141 -1.782
O 1.826 1.178 -0.865
H 3.416 -0.115 -3.565
H 3.953 1.217 -2.537
H 2.488 1.383 -3.528
H 2.830 -0.563 -1.186
H 1.365 -0.378 -2.169
H 1.721 1.994 -1.368
N -0.110 3.225 3.025
C 0.654 4.133 3.645
C 1.889 4.126 3.030
C 1.785 3.168 2.026
N 0.559 2.632 2.020
H -1.071 2.995 3.215
H 0.278 4.724 4.465
H 2.743 4.736 3.273
H 2.522 2.845 1.305
```

Calculated values
Gap between HOMO and LUMO, eV: 5.42
Charge: +2
LUMO level, eV: -10.1
ΔE to the lowest compared entry with this formula, charge and spin, kcal/mol: 4.0

Atom charges from the Löwdin analysis, given in e for atoms 1 to 5:
1 Au 0.930
2 C -0.157
3 Si 0.463
4 C -0.162
5 C -0.171

---

Entry 2:
Density functional theory data (ωB97M-V/def2-TZVPD) for the molecule C3H2N2OS.

```
9
C3H2N2OS | the OMol25 dataset | ωB97M-V/def2-TZVPD
C 2.402 -0.098 0.214
N 1.154 0.300 -0.398
S -0.155 -0.708 -0.265
C -1.432 0.396 -0.148
O -1.404 1.574 -0.049
C -2.730 -0.241 -0.181
N -3.839 -0.607 0.113
H 2.635 -1.195 0.638
H 3.370 0.579 0.075
```

Calculated values
Structure (SMILES): C=NSC(=O)C#N
Gap between HOMO and LUMO, eV: 8.92
Charge: 0
LUMO level, eV: -1.1
ΔE to the lowest compared entry with this formula, charge and spin, kcal/mol: 67.6

Atom charges from the Löwdin analysis, given in e for atoms 1 to 5:
1 C -0.050
2 N -0.378
3 S 0.976
4 C -0.826
5 O 0.088

---

Entry 3:
Density functional theory data (ωB97M-V/def2-TZVPD) for a cluster of 11 separate species, C53H56BF10NO36 in total.

```
157
C53H56BF10NO36 | the OMol25 dataset | ωB97M-V/def2-TZVPD
C 0.343 5.821 -3.144
O -0.995 5.472 -3.634
B -1.854 5.055 -2.524
O -2.495 6.018 -1.600
C -2.124 3.459 -2.363
C -1.378 2.426 -3.303
C -1.576 0.880 -3.190
C -0.839 -0.205 -4.097
C -1.599 -0.565 -5.463
O -1.569 0.523 -6.420
C -2.550 0.378 -2.089
C -3.300 1.385 -1.131
C -3.099 2.934 -1.259
C -4.253 0.766 0.017
O -5.336 1.307 0.355
C -3.708 -0.622 0.645
C -3.909 -0.859 2.209
C -3.002 -2.038 2.836
C -1.395 -1.838 2.634
N -0.866 -3.091 1.958
C 0.396 -2.790 1.227
C 0.529 -3.609 -0.170
C -0.549 -4.571 -0.712
C -0.359 -5.310 -2.087
C 0.955 -5.111 -2.931
C 2.050 -4.111 -2.377
C 1.828 -3.361 -1.022
O 2.863 -2.457 -0.624
C -3.043 -1.538 -0.234
C -2.844 -1.185 -1.799
O -2.948 -2.052 -2.702
H 0.923 4.876 -2.827
H 0.212 6.527 -2.240
H 0.970 6.310 -3.985
H -1.795 6.690 -1.405
H -0.637 2.831 -4.084
H -0.666 -1.170 -3.491
H 0.204 0.228 -4.340
H -2.655 -0.913 -5.183
H -1.017 -1.438 -5.948
H -2.176 1.228 -6.104
H -3.607 3.678 -0.562
H -3.587 0.126 2.725
H -4.993 -1.033 2.533
H -3.182 -2.012 3.978
H -3.286 -3.058 2.402
H -1.141 -0.886 2.059
H -0.901 -1.834 3.684
H -0.716 -3.820 2.692
H 0.511 -1.683 0.941
H 1.328 -3.071 1.852
H -1.511 -4.732 -0.116
H -1.137 -6.031 -2.510
H 1.129 -5.662 -3.915
H 3.011 -3.941 -2.981
H 3.649 -2.609 -1.194
H -2.615 -2.526 0.148
O -3.980 2.367 -5.022
C -3.680 3.288 -5.726
O -3.526 4.559 -5.282
C -3.046 5.323 -6.378
C -3.505 4.519 -7.552
F -2.641 4.633 -8.588
O -3.459 3.191 -7.068
H -1.956 5.397 -6.319
H -3.466 6.330 -6.370
H -4.520 4.753 -7.889
O -2.287 0.427 5.905
C -1.989 1.357 5.213
O -1.830 2.630 5.671
C -1.351 3.400 4.578
C -1.818 2.607 3.400
F -0.957 2.726 2.363
O -1.775 1.271 3.868
H -0.261 3.470 4.633
H -1.769 4.407 4.594
H -2.833 2.847 3.070
O -1.398 -5.801 4.868
C -0.679 -6.539 4.257
O -0.738 -7.896 4.329
C 0.178 -8.395 3.364
C 1.125 -7.251 3.199
F 1.612 -7.201 1.938
O 0.302 -6.119 3.409
H -0.359 -8.633 2.445
H 0.675 -9.298 3.724
H 1.951 -7.242 3.917
O 3.841 -6.361 -3.869
C 3.438 -7.378 -4.353
O 2.144 -7.585 -4.736
C 2.108 -8.852 -5.376
C 3.305 -9.537 -4.799
F 3.852 -10.396 -5.693
O 4.212 -8.476 -4.582
H 2.181 -8.714 -6.459
H 1.178 -9.378 -5.153
H 3.115 -10.057 -3.856
O 2.130 1.953 4.303
C 2.267 0.768 4.410
O 2.854 -0.022 3.466
C 2.943 -1.325 4.024
C 1.862 -1.305 5.057
F 2.185 -2.089 6.113
O 1.850 0.043 5.484
H 3.938 -1.469 4.455
H 2.777 -2.090 3.263
H 0.873 -1.579 4.680
O 1.558 3.641 -0.444
C 2.565 3.126 -0.056
O 2.616 1.891 0.512
C 3.988 1.591 0.712
C 4.611 2.948 0.759
F 5.875 2.922 0.263
O 3.799 3.705 -0.118
H 4.353 0.987 -0.124
H 4.136 1.033 1.637
H 4.611 3.409 1.751
O -0.533 8.822 -1.307
C -1.330 9.294 -2.079
O -2.103 10.381 -1.808
C -2.799 10.695 -3.004
C -2.793 9.388 -3.727
F -2.758 9.575 -5.068
O -1.572 8.799 -3.323
H -2.260 11.479 -3.543
H -3.808 11.048 -2.789
H -3.624 8.726 -3.466
O -0.097 8.893 5.204
C 0.051 9.069 4.030
O -0.086 8.095 3.087
C 0.036 8.732 1.822
C 0.813 9.964 2.159
F 0.472 10.992 1.346
O 0.386 10.267 3.471
H -0.960 8.955 1.430
H 0.558 8.092 1.109
H 1.899 9.829 2.148
O -2.321 -9.226 2.396
C -3.042 -9.915 3.057
O -4.346 -10.168 2.755
C -4.806 -11.123 3.701
C -3.865 -10.918 4.844
F -3.650 -12.076 5.512
O -2.662 -10.536 4.208
H -4.733 -12.125 3.269
H -5.844 -10.934 3.976
H -4.173 -10.137 5.546
O 6.331 -0.008 2.126
C 7.398 0.531 2.191
O 7.674 1.582 3.012
C 9.066 1.839 2.891
C 9.381 1.259 1.549
F 10.645 0.775 1.514
O 8.481 0.174 1.447
H 9.600 1.339 3.703
H 9.273 2.909 2.941
H 9.224 1.946 0.713
```

Calculated values
Structure (SMILES): COB(O)c1cc(CCO)c2c(c1)C(=O)C(CCCNCc1ccccc1O)=CC2=O.O=C1OC[C@@H](F)O1.O=C1OC[C@@H](F)O1.O=C1OC[C@@H](F)O1.O=C1OC[C@@H](F)O1.O=C1OC[C@@H](F)O1.O=C1OC[C@@H](F)O1.O=C1OC[C@@H](F)O1.O=C1OC[C@@H](F)O1.O=C1OC[C@@H](F)O1.O=C1OC[C@@H](F)O1
Gap between HOMO and LUMO, eV: 7.16
Charge: 0
LUMO level, eV: -0.5

Atom charges from the Löwdin analysis, given in e for atoms 1 to 5:
1 C -0.066
2 O -0.098
3 B -0.465
4 O 0.067
5 C -0.020

---

Entry 4:
Density functional theory data (ωB97M-V/def2-TZVPD) for the molecule C2H2OS3.

```
8
C2H2OS3 | the OMol25 dataset | ωB97M-V/def2-TZVPD
O -0.702 -1.770 0.578
C -0.710 -0.626 0.178
S -2.257 0.088 -0.280
C 0.598 0.205 0.047
S 0.707 1.802 0.193
S 1.976 -0.807 -0.268
H -1.835 1.345 -0.131
H 1.308 -1.978 -0.165
```

Calculated values
Structure (SMILES): O=C(S)C(=S)S
Gap between HOMO and LUMO, eV: 8.05
Charge: 0
LUMO level, eV: -1.4
ΔE to the lowest compared entry with this formula, charge and spin, kcal/mol: 1.7

Atom charges from the Löwdin analysis, given in e for atoms 1 to 5:
1 O -0.038
2 C -0.870
3 S 0.850
4 C -1.196
5 S 0.703

---

Entry 5:
Density functional theory data (ωB97M-V/def2-TZVPD) for the ion C2H7NO3P with charge -1.

```
14
C2H7NO3P | the OMol25 dataset | ωB97M-V/def2-TZVPD
C 0.761 -1.506 1.040
C -0.101 -0.244 0.741
O -1.426 -0.597 0.552
P 0.352 0.484 -0.830
N -0.868 1.818 -0.774
O 1.753 0.938 -0.992
O -0.120 -0.521 -1.828
H 0.980 -1.964 0.050
H 1.725 -1.178 1.533
H 0.125 -2.120 1.704
H 0.028 0.672 1.522
H -1.599 -0.256 -0.293
H -0.343 2.722 -0.737
H -1.267 1.752 -1.686
```

Calculated values
Structure (SMILES): C[C@H](O)[P@@](N)(=O)[O-]
Gap between HOMO and LUMO, eV: 9.24
Charge: -1
LUMO level, eV: 4.3
ΔE to the lowest compared entry with this formula, charge and spin, kcal/mol: 13.2

Atom charges from the Löwdin analysis, given in e for atoms 1 to 5:
1 C -0.094
2 C -0.556
3 O -0.091
4 P 0.233
5 N -0.103

---

Entry 6:
Density functional theory data (ωB97M-V/def2-TZVPD) for the molecule C2H2FOP.

```
7
C2H2FOP | the OMol25 dataset | ωB97M-V/def2-TZVPD
O -0.969 -1.003 -1.515
C -0.383 -0.536 -0.600
C 0.793 0.110 -0.023
P -0.706 -0.176 1.181
F -1.649 1.124 1.084
H 1.727 -0.488 0.252
H 1.188 0.969 -0.379
```

Calculated values
Structure (SMILES): O=C1CP1F
Gap between HOMO and LUMO, eV: 8.81
Charge: 0
LUMO level, eV: -0.2
ΔE to the lowest compared entry with this formula, charge and spin, kcal/mol: 15.0

Atom charges from the Löwdin analysis, given in e for atoms 1 to 5:
1 O 0.084
2 C -0.608
3 C -0.225
4 P 0.959
5 F -0.354

---

Entry 7:
Density functional theory data (ωB97M-V/def2-TZVPD) for the molecule C3H4OS.

```
9
C3H4OS | the OMol25 dataset | ωB97M-V/def2-TZVPD
C -0.120 1.430 1.349
C 0.033 0.529 0.466
C -0.093 -0.577 -0.354
O -1.975 0.492 3.007
S -1.931 1.339 1.815
H 0.500 2.233 1.788
H -1.031 -0.721 -0.819
H 0.106 -1.544 0.119
H 0.393 -0.394 -1.240
```

Calculated values
Gap between HOMO and LUMO (spin up / spin down), eV: 8.21 / 6.87
Charge: 0
LUMO level (spin up / spin down), eV: -0.1 / -0.6
ΔE to the lowest compared entry with this formula, charge and spin, kcal/mol: 93.2

Atom charges from the Löwdin analysis, given in e for atoms 1 to 5:
1 C -0.339
2 C -0.145
3 C -0.108
4 O -0.600
5 S 0.859

---

Entry 8:
Density functional theory data (ωB97M-V/def2-TZVPD) for a cluster of 2 separate species, H3NO3 in total.

```
7
H3NO3 | the OMol25 dataset | ωB97M-V/def2-TZVPD
N 2.228 -0.108 0.576
O 2.602 0.021 -0.553
H 1.226 -0.289 0.867
O -2.271 -0.619 -0.018
O -1.930 0.747 0.053
H -3.043 -0.842 -0.584
H -0.979 0.693 -0.174
```

Calculated values
Structure (SMILES): N=O.OO
Gap between HOMO and LUMO, eV: 8.93
Charge: 0
LUMO level, eV: -0.5
ΔE to the lowest compared entry with this formula, charge and spin, kcal/mol: 82.4

Atom charges from the Löwdin analysis, given in e for atoms 1 to 5:
1 N -0.011
2 O -0.044
3 H 0.065
4 O -0.117
5 O -0.083

---

We obtain largest force on an atom values of 0.027; 0.148; 0.091; 0.018; 0.061; 0.066; 0.061; 0.058 Eh/bohr for the records listed above, in that order.
We obtain molecular weight values of 493.4; 114.1; 1483.8; 138.2; 124.1; 92.0; 88.1; 65.0 g/mol for the records listed above, in that order.